The following is a quantum chemistry calculation of a molecular structure, C28H42AsCaF9O20 in a non-equilibrium geometry, from OMol25.

ORCA input file:
```
! wB97M-V def2-TZVPD RIJCOSX def2/J DEFGRID3
* xyz 0 1
Ca -19.14668 1.03254 -10.26203
As -19.52560 2.75977 -6.69216
F -19.41771 3.78352 -5.27115
F -18.06670 1.89898 -6.30531
F -19.63692 1.84837 -8.21038
F -21.03002 3.55656 -7.15738
F -18.68893 4.02128 -7.55200
F -20.44827 1.46016 -5.97972
C -19.45125 -1.89222 -9.70377
O -20.37316 -0.78547 -9.48040
O -18.67340 -1.34038 -10.69657
C -18.76116 -2.28854 -8.39508
F -17.62722 -2.94426 -8.59694
F -18.49215 -1.22668 -7.60369
F -19.62512 -3.05843 -7.66634
C -21.57893 -1.14097 -8.80087
C -22.44515 0.12939 -8.69222
H -21.96668 0.89488 -8.07542
H -22.62037 0.62471 -9.64376
H -23.34578 -0.16952 -8.15300
H -21.48765 -1.65118 -7.84572
H -22.21647 -1.78704 -9.41791
H -20.06594 -2.73303 -10.04660
C -24.05617 4.32456 -9.20291
C -23.37288 3.81403 -10.47030
C -22.84875 4.96130 -11.37023
O -21.48650 4.67858 -11.61406
C -21.11619 3.69366 -10.81276
O -19.99424 3.25988 -10.72730
O -22.13173 3.12998 -10.16119
H -24.94588 3.70051 -9.06611
H -24.50808 5.29875 -9.39394
H -23.50511 4.27111 -8.26918
H -24.10003 3.27716 -11.07572
H -22.95238 5.91878 -10.85734
H -23.49025 5.02704 -12.24809
C -22.97528 0.10684 -4.90190
C -23.89591 -0.32412 -3.75560
C -25.21285 -0.99517 -4.16912
O -25.34774 -2.09237 -3.25316
C -24.12016 -2.36779 -2.75601
O -23.84109 -3.32032 -2.10282
O -23.23904 -1.46541 -3.19381
H -21.99314 0.27122 -4.47455
H -23.29880 0.83812 -5.64228
H -22.97163 -0.77427 -5.55574
H -24.11465 0.44467 -3.01231
H -25.18363 -1.37190 -5.19371
H -26.09135 -0.37346 -4.00405
C -16.87743 1.27985 -3.63774
C -18.01859 0.44979 -3.06073
C -17.88633 -1.05770 -3.28280
O -18.23846 -1.65339 -2.05452
C -18.27220 -0.69077 -1.08326
O -18.55613 -0.83581 0.05888
O -17.96674 0.49531 -1.62797
H -17.10985 2.34142 -3.60391
H -16.62672 0.93067 -4.63826
H -15.95415 1.12405 -3.07383
H -18.97363 0.87223 -3.37626
H -16.86449 -1.33744 -3.55577
H -18.55231 -1.39080 -4.08025
C -20.28057 7.22120 -6.58201
C -21.50245 6.49946 -5.99282
C -21.84941 6.95178 -4.57570
O -23.27260 6.79763 -4.59908
C -23.72005 6.99972 -5.85004
O -24.86246 7.12384 -6.13699
O -22.66596 6.98055 -6.70341
H -20.49173 7.32068 -7.64725
H -19.32342 6.75413 -6.38034
H -20.32531 8.23700 -6.18731
H -21.49544 5.42106 -6.11819
H -21.51255 7.97939 -4.44769
H -21.42434 6.29981 -3.81886
C -14.65509 6.78484 -7.15468
C -16.08462 6.49459 -6.75371
C -16.24694 5.21547 -5.91170
O -16.66482 5.63846 -4.61184
C -16.91281 6.96356 -4.67893
O -17.35619 7.56988 -3.76628
O -16.59076 7.51294 -5.86788
H -14.67968 7.55194 -7.93479
H -14.03171 5.95843 -7.48784
H -14.14586 7.27769 -6.32433
H -16.78968 6.35884 -7.57261
H -15.32244 4.65697 -5.73212
H -16.87770 4.47767 -6.40312
C -13.95287 3.19145 -12.05040
C -14.36438 3.28139 -10.59215
C -15.44656 4.35111 -10.43356
O -16.53227 3.69335 -9.76042
C -16.30038 2.39018 -9.74085
O -17.06046 1.55424 -9.31358
O -15.07152 2.09201 -10.20626
H -13.33541 4.05287 -12.32880
H -14.73422 3.22648 -12.81070
H -13.32348 2.32277 -12.24742
H -13.55433 3.54383 -9.91495
H -15.74084 4.82238 -11.36857
H -15.15895 5.11058 -9.70383
*
```

Output
molar mass = 984.61 Da
E_tot = -174409.5260 eV
ΔE to the lowest compared entry with this formula, charge and spin = 96.5 kJ/mol
max |F| = 0.07463 hartree/bohr

=====

The following is a quantum chemistry calculation of 3 unconnected molecules or ions with the total composition C3HN2O4 in a non-equilibrium geometry, from OMol25.

ORCA input file:
```
! wB97M-V def2-TZVPD RIJCOSX def2/J DEFGRID3
* xyz -1 1
C 1.96399 -1.79367 -0.08800
C 1.88843 0.67194 0.92065
C -1.20628 -0.20598 0.06174
N 2.71247 -2.41858 -0.72031
N -1.99997 -0.79647 0.65653
O 1.37090 1.28999 0.07115
O 2.57571 0.54312 1.84930
O -2.72754 -1.43482 1.34077
O 1.15856 -1.05882 0.52372
H -0.22033 0.04219 -0.19752
*
```

Output
molar mass = 129.05 Da
E_tot = -14296.4669 eV
ΔE to the lowest compared entry with this formula, charge and spin = 331.0 kJ/mol
max |F| = 0.04744 hartree/bohr

=====

The following is a quantum chemistry calculation of 9 unconnected molecules or ions with the total composition H17O9 in a non-equilibrium geometry, from OMol25.

ORCA input file:
```
! wB97M-V def2-TZVPD RIJCOSX def2/J DEFGRID3
* xyz 0 2
O 2.90276 -0.10717 -1.05124
H -1.22862 -1.70325 -0.45896
H 3.34165 -0.47275 -0.31198
O 1.95972 1.28972 3.09778
H 1.68544 1.69780 2.24267
O 1.25336 1.81699 -0.37742
H 1.82541 1.46490 -1.07165
H 1.26901 1.12676 0.27431
O -4.04399 0.46152 0.54152
H 2.65384 -0.83489 -1.61635
H -3.96461 -0.27117 -0.05348
O 1.17831 -0.55201 1.00623
H 0.80542 -0.95452 1.76861
H -3.15035 0.70134 0.74906
O -1.07362 0.57158 -2.08469
H -1.71139 0.35640 -1.43881
H -0.69072 1.36861 -1.72506
O -2.08861 -2.30550 -0.44582
H -1.81012 -3.01873 -1.08633
H 1.54437 0.41839 2.99126
O -1.10955 0.64974 0.63349
H -0.85859 1.50578 0.20753
H -0.23867 0.26199 0.91642
O 0.56203 -1.42527 -1.10740
H 0.11550 -0.64683 -1.49921
H 0.87201 -1.39941 -0.10045
*
```

Output
molar mass = 161.13 Da
E_tot = -18699.7320 eV
ΔE to the lowest compared entry with this formula, charge and spin = 42.5 kJ/mol
max |F| = 0.06503 hartree/bohr

=====

The following is a quantum chemistry calculation of a molecular structure, C3H6LuO3 in a non-equilibrium geometry, from OMol25.

ORCA input file:
```
! wB97M-V def2-TZVPD RIJCOSX def2/J DEFGRID3
* xyz 1 1
O 0.08875 0.09975 0.10432
C 0.67125 0.77304 -1.03265
C 2.03795 1.18321 -0.49282
O 1.82226 1.25685 0.90755
C 1.06703 0.14762 1.23617
Lu -1.53660 -1.48719 0.08820
H -0.01052 1.60665 -1.23542
H 2.35541 2.16587 -0.85486
H 2.79327 0.41486 -0.72349
H 0.49180 0.31206 2.15405
H 1.72131 -0.73477 1.33362
H 0.74150 0.15737 -1.93581
O -3.23674 -0.59261 -0.34342
*
```

Output
molar mass = 265.05 Da
E_tot = -42961.5936 eV
ΔE to the lowest compared entry with this formula, charge and spin = 85.4 kJ/mol
max |F| = 0.11645 hartree/bohr

=====

The following is a quantum chemistry calculation of a single C7H6Cl3F molecule in a non-equilibrium geometry, from OMol25.

ORCA input file:
```
! wB97M-V def2-TZVPD RIJCOSX def2/J DEFGRID3
* xyz 0 1
F -0.45690 1.89262 2.19394
C 0.02764 1.12556 1.23022
Cl 1.71336 0.99581 1.31668
C -0.73095 -0.17143 0.95104
Cl -2.18613 -0.46498 1.91657
C 0.03620 -1.40351 0.62445
C 1.08192 -1.24770 -0.42706
C 0.94687 -0.31605 -1.38969
C -0.07618 0.76835 -1.50722
C -0.77224 0.92488 -0.08832
Cl -2.22785 1.97898 -0.13824
H -0.85117 -2.06866 0.43050
H 0.19839 -2.04661 1.43570
H 2.00562 -1.87294 -0.38188
H 1.67824 -0.26645 -2.07795
H 0.48659 1.66768 -1.85154
H -0.87339 0.50444 -2.23721
*
```

Output
molar mass = 215.48 Da
E_tot = -47638.7439 eV
ΔE to the lowest compared entry with this formula, charge and spin = 153.0 kJ/mol
max |F| = 0.06757 hartree/bohr

=====

The following is a quantum chemistry calculation of a molecular structure, C42H48N11O3Pb, from OMol25.

ORCA input file:
```
! wB97M-V def2-TZVPD RIJCOSX def2/J DEFGRID3
* xyz 1 1
Pb 0.07182 0.00632 -0.05762
C 3.00904 2.29823 -0.12982
C 3.63553 1.05315 0.53108
C 3.30662 0.91059 1.99432
C 4.22190 1.30521 2.96722
C 3.90753 1.14055 4.30438
C 2.67899 0.59250 4.63919
C 1.82032 0.24967 3.61004
N 2.11693 0.39700 2.31813
N 1.95061 1.97437 -1.09079
C 2.47774 1.29888 -2.28919
C 1.54714 0.18542 -2.74256
C 1.97930 -0.68649 -3.95147
C 1.01096 -0.73703 -5.07752
C -0.20302 -0.20394 -4.95535
C -0.59342 0.46224 -3.71261
N 0.17149 0.68681 -2.71928
C 1.20346 3.17966 -1.44889
C -0.04614 3.48647 -0.65144
C -0.43128 4.81406 -0.50027
C -1.67660 5.10650 0.02728
C -2.50944 4.05996 0.38790
C -2.03979 2.76932 0.24244
N -0.83212 2.48268 -0.25103
H 3.79423 2.88011 -0.63365
H 2.57709 2.94536 0.63692
H 4.71993 1.09939 0.43087
H 3.29110 0.15855 0.00471
H 5.17109 1.73446 2.67409
H 4.61018 1.43141 5.07416
H 2.39386 0.43114 5.66936
H 0.84139 -0.16560 3.82852
H 3.44775 0.85117 -2.06963
H 2.62790 2.01752 -3.10577
H 3.00832 -0.55009 -4.28580
H 1.30081 -1.25771 -5.98194
H -0.93068 -0.26360 -5.75270
H -1.62501 0.79648 -3.61666
H 0.85440 3.07090 -2.47661
H 1.85810 4.06084 -1.42988
H 0.23748 5.60533 -0.81246
H -1.99486 6.13430 0.14288
H -3.49964 4.22803 0.78528
H -2.65481 1.92551 0.53141
N 0.55576 -3.51753 -0.67792
C 0.59948 -4.87245 -0.06047
C -0.26423 -4.94974 1.19493
C 0.25019 -4.08295 2.34607
N 0.03210 -2.66364 2.04711
C 1.73271 -4.37158 2.60492
C 2.63944 -4.34532 1.37130
N 2.81047 -2.97795 0.86094
C 2.05072 -5.22671 0.26566
H -0.39306 -3.13856 -0.75266
H 1.03365 -3.48715 -1.62985
H 1.10795 -2.88170 -0.07402
H 0.21771 -5.56888 -0.80777
H -0.25410 -5.99052 1.52659
H -1.30480 -4.70030 0.96510
H -0.29727 -4.38403 3.24782
H 0.39542 -2.08763 2.79796
H -0.96118 -2.46181 1.98212
H 1.80003 -5.37439 3.03439
H 2.11833 -3.68162 3.36303
H 3.60125 -4.77839 1.67020
H 3.50660 -2.95015 0.12356
H 3.09674 -2.33380 1.58902
H 2.06884 -6.26528 0.60233
H 2.66695 -5.16929 -0.63580
C -6.72408 5.54769 1.80496
O -7.03852 4.76091 2.93539
C -7.01275 3.41186 2.80209
C -6.70732 2.73448 1.62514
C -6.71763 1.34262 1.60370
C -7.06040 0.62615 2.74156
C -7.41551 1.31743 3.89993
C -7.36327 2.69164 3.94409
N -7.26221 -0.78941 2.79264
N -6.55586 -1.63985 2.23637
C -5.28640 -1.43277 1.61172
C -5.13087 -2.11948 0.42912
C -3.96023 -2.07157 -0.32914
C -2.84256 -1.37267 0.10152
O -1.73102 -1.35535 -0.58782
C -2.95549 -0.71438 1.38799
N -1.84111 -0.07875 1.84454
C -1.86569 0.52482 3.00808
C -2.98112 0.48052 3.85938
C -4.10536 -0.16888 3.43394
C -4.15737 -0.74749 2.14266
H -6.78871 6.58252 2.12800
H -7.43250 5.38030 0.98961
H -5.70853 5.34494 1.45459
H -6.49716 3.27387 0.71186
H -6.50027 0.82067 0.68080
H -7.74247 0.74801 4.76090
H -7.63349 3.23670 4.83848
H -5.97803 -2.69696 0.07931
H -3.89724 -2.60214 -1.27064
H -0.96553 1.05506 3.30338
H -2.93794 0.93963 4.83737
H -4.95600 -0.25067 4.09238
O 1.83538 -3.04197 -2.97022
C 1.81891 -1.80909 -2.90280
N 1.56540 -1.00339 -1.86739
*
```

Output
molar mass = 962.12 Da
E_tot = -72109.4494 eV
ΔE to the lowest compared entry with this formula, charge and spin = 0.0 kJ/mol
max |F| = 0.01060 hartree/bohr